The following is a quantum chemistry calculation of a structure of composition C36H39As2ClPdSeSi in a non-equilibrium geometry, from the Open Molecules 2025 dataset.

Structure (XYZ):
```
81
Properties=species:S:1:pos:R:3:forces:R:3
Pd 0.502734 0.504686 0.358014 -0.6 0.8 -1.2
C -0.947383 -1.884034 1.943026 -0.1 0.1 0.1
C 0.549097 -2.197352 1.951323 0.2 -0.1 0.1
As 1.486808 -1.921669 0.200798 0.0 -0.7 0.4
C 2.774283 -3.553781 0.595945 -0.1 0.3 -0.3
C 2.980216 -4.474455 -0.426393 -0.4 0.3 0.0
C 3.923693 -5.480814 -0.321764 0.1 -0.2 -0.1
C 4.697637 -5.582990 0.821355 0.1 -0.2 0.0
C 4.502138 -4.683132 1.857440 0.1 0.0 0.2
C 3.555105 -3.681349 1.740280 -0.2 0.1 0.1
C 2.923813 -0.667809 0.656603 0.1 0.0 0.2
C 2.570730 0.537515 1.273730 0.4 -0.4 -0.1
C 3.525581 1.508802 1.533433 0.1 0.1 0.2
C 4.843688 1.297274 1.159332 0.0 0.1 0.2
C 5.199464 0.119342 0.521017 0.1 -0.1 -0.1
C 4.244251 -0.849489 0.258854 0.0 -0.2 -0.2
As -1.377077 0.059065 2.191923 -0.4 -0.3 0.1
C -0.148409 0.409980 3.681972 0.1 0.0 0.2
C 0.017066 -0.499858 4.721998 -0.1 -0.1 0.0
C 0.935995 -0.267759 5.730210 0.0 -0.2 0.1
C 1.690430 0.894000 5.727499 0.1 0.1 0.1
C 1.506192 1.827214 4.720080 0.1 0.1 0.2
C 0.592328 1.587015 3.707096 -0.3 0.1 -0.1
C -2.906103 -0.230412 3.516833 -0.2 0.3 -0.2
C -3.116763 0.792897 4.445762 0.4 -0.1 -0.1
C -4.244689 0.836769 5.235592 -0.2 0.0 0.2
C -5.230173 -0.132135 5.094799 -0.1 0.0 0.0
C -5.076268 -1.117182 4.131346 -0.3 -0.1 0.2
C -3.937144 -1.156074 3.347925 0.6 -0.1 -0.1
H -1.445656 -2.442226 2.746621 0.0 0.0 -0.1
H -1.380314 -2.215101 0.987985 0.0 0.2 0.2
H 0.684938 -3.261297 2.195859 0.1 0.2 -0.1
H 1.073291 -1.614964 2.720903 0.0 -0.2 -0.2
H 2.366860 -4.377981 -1.319445 0.1 -0.1 -0.1
H 4.065396 -6.179493 -1.135997 0.0 -0.1 -0.1
H 5.454009 -6.354746 0.902352 0.0 0.0 0.0
H 5.102421 -4.760378 2.757068 0.0 0.0 0.0
H 3.417165 -2.978620 2.557145 0.1 0.1 0.0
H 1.529016 0.702179 1.656124 0.7 0.1 1.3
H 3.233854 2.436736 2.009246 -0.1 0.0 -0.1
H 5.582554 2.072912 1.329123 0.0 0.0 0.1
H 6.229233 -0.051415 0.227836 0.0 0.0 0.0
H 4.522757 -1.764806 -0.257632 0.0 0.1 0.1
H -0.590779 -1.398066 4.745392 0.1 0.0 0.0
H 1.072741 -1.002947 6.515585 0.0 0.0 0.0
H 2.418858 1.067946 6.511600 0.0 0.0 0.0
H 2.084348 2.742742 4.716812 0.0 0.0 0.0
H 0.447547 2.321704 2.918285 0.2 0.0 0.0
H -2.349785 1.555850 4.544666 -0.1 0.0 0.1
H -4.361573 1.624959 5.969515 0.0 0.0 0.0
H -6.116177 -0.108183 5.717511 0.0 0.0 0.0
H -5.850376 -1.865590 3.996323 0.0 0.0 0.0
H -3.825143 -1.932923 2.596717 -0.1 0.0 0.0
C 3.318770 5.401043 0.562083 -0.2 -0.3 -0.3
Si 2.184887 4.352066 -0.585997 0.3 0.4 -0.1
C 1.608713 5.616575 -1.901323 0.2 -0.3 0.3
C 3.295389 3.122275 -1.534963 -0.3 0.2 0.3
Se 0.497266 3.544550 0.574383 -0.1 -0.1 0.0
H 3.945369 6.085283 -0.002721 0.2 0.1 -0.2
H 3.969387 4.779528 1.168475 0.1 -0.2 0.2
H 2.710777 5.994441 1.237177 -0.2 0.1 0.1
H 2.421702 6.283844 -2.177482 0.2 0.1 -0.1
H 0.788234 6.219482 -1.525581 -0.2 0.1 0.1
H 1.269334 5.109721 -2.797750 -0.1 -0.2 -0.2
H 4.195401 3.606605 -1.913198 0.1 0.2 -0.1
H 2.744978 2.717323 -2.379668 -0.1 0.0 -0.2
H 3.598240 2.284575 -0.914021 0.0 -0.1 0.1
Cl 1.454590 3.004557 -5.555479 0.2 0.2 -0.2
C 0.793074 2.130039 -4.193675 0.0 -0.1 0.0
C 1.252811 0.851822 -3.912408 0.0 0.2 -0.1
C 0.687779 0.144541 -2.875017 -0.2 -0.2 0.2
C -0.340492 0.699692 -2.075023 -0.2 0.0 -0.8
C -0.983618 -0.051732 -1.026585 -0.4 -0.5 0.2
C -0.753122 2.017150 -2.384838 0.0 -0.3 0.1
C -0.205845 2.717807 -3.431994 0.2 0.0 -0.1
H 2.046958 0.415235 -4.503999 0.0 0.0 -0.1
H 1.034202 -0.868260 -2.659480 -0.1 0.3 0.0
H -1.008608 -1.140979 -1.193774 0.0 0.4 0.0
H -1.962953 0.348012 -0.732686 0.2 -0.1 -0.1
H -1.519987 2.471725 -1.772007 0.0 0.0 0.0
H -0.542823 3.719104 -3.661715 0.0 0.1 0.0
```
Positions in Å, forces in eV/Å.

The value obtained for the gap between HOMO and LUMO is 4.6 eV. The total energy comes out at -9145.75951 hartree. Its total charge is -2. For the strongest force on any atom, the calculation gives 0.02986 Eh/bohr.

Atom charges from the Mulliken analysis, given in e for atoms 1 to 8: Pd 0.320; C -1.310; C -0.614; As 0.260; C -0.688; C -0.341; C -0.541; C -0.367